No. 1
Formula: C14H20N2O
Source: OMol25
Level of theory: the ωB97M-V functional and the def2-TZVPD basis

HOMO: -7.9 eV
multiplicity: 1
ΔE to the lowest compared entry with this formula, charge and spin: 1.474 eV
LUMO level: 0.78 eV
structure (SMILES): Cc1c[nH]c2ccccc12.CCN(C)C(C)=O

Element x y z (Å)
C -1.796 0.978 1.214
C -0.594 1.615 1.843
C 0.059 2.761 1.525
N 1.271 2.825 2.177
C 1.360 1.755 3.034
C 2.288 1.531 4.055
C 2.240 0.284 4.638
C 1.321 -0.710 4.242
C 0.345 -0.368 3.335
C 0.258 0.911 2.779
H -1.923 -0.070 1.453
H -1.803 1.247 0.167
H -2.710 1.467 1.581
H -0.342 3.613 0.998
H 1.848 3.637 2.307
H 3.010 2.293 4.306
H 3.037 -0.026 5.300
H 1.445 -1.674 4.711
H -0.428 -1.094 3.090
C -1.346 0.762 -2.965
C -1.272 -0.705 -3.421
N -0.319 -1.395 -2.529
C -0.725 -1.401 -1.154
C 0.387 -2.468 -3.040
C 0.911 -2.416 -4.460
O 0.718 -3.382 -2.302
H -1.698 1.385 -3.790
H -0.468 1.303 -2.663
H -2.130 0.857 -2.215
H -2.255 -1.127 -3.188
H -1.050 -0.795 -4.472
H -0.281 -0.617 -0.548
H -1.811 -1.431 -1.069
H -0.442 -2.289 -0.588
H 1.128 -1.397 -4.770
H 1.745 -3.089 -4.582
H 0.023 -2.771 -4.999

Cartesian forces, eV/Å:
C -0.8 1.8 0.5
C 0.5 -1.6 0.1
C -0.5 0.4 0.1
N 0.0 0.2 0.8
C -0.2 0.4 0.1
C -0.3 -0.4 -0.7
C 0.7 -0.4 -0.1
C 0.5 1.2 0.1
C -1.4 -0.8 0.1
C 1.3 0.3 0.0
H 0.3 -0.2 -0.4
H 0.0 -0.7 -0.5
H 0.0 -0.1 0.2
H 0.3 -0.1 -0.4
H -0.2 0.2 -0.2
H 0.2 -0.1 0.1
H -0.1 0.2 0.4
H -0.4 -0.2 -0.2
H 0.1 0.0 0.0
C -1.5 0.6 -1.1
C 0.5 1.0 2.0
N -0.1 -0.5 -1.8
C -0.2 -0.9 1.2
C 1.4 -0.1 1.6
C -1.7 0.3 0.3
O 0.0 -0.2 -0.3
H -0.3 -0.1 -0.2
H 0.8 -0.5 0.4
H 0.3 0.1 0.3
H -0.1 -0.1 -0.5
H 0.3 -0.2 -0.1
H -0.2 0.6 -0.3
H -0.2 0.5 0.0
H 0.4 -0.3 -0.7
H 0.1 0.0 -0.1
H 0.1 -0.1 0.1
H 0.5 0.0 -0.7

=====

No. 2
Formula: C49H67BrCl2F4N6O9P
Source: OMol25
Level of theory: the ωB97M-V functional and the def2-TZVPD basis

HOMO: -11.3 eV
net charge: +1
multiplicity: 1
LUMO level: -4.77 eV

Element x y z (Å)
C 6.093 -0.833 0.257
C 6.468 0.370 -0.730
C 5.267 0.858 -1.653
C 3.827 0.735 -0.988
C 2.856 1.914 -1.432
C 2.669 2.043 -3.005
C 2.340 0.664 -3.739
C 0.776 0.406 -3.589
C 0.251 -0.854 -4.428
C 0.909 -2.228 -3.976
C -0.068 -3.192 -3.179
C -0.744 -2.482 -1.903
C -0.201 -3.077 -0.516
C 1.150 -2.362 -0.077
C 0.988 -0.865 0.426
C -0.135 -0.653 1.525
C -1.569 -0.296 0.887
C -1.369 1.088 0.137
N -2.625 1.818 -0.179
C -2.383 3.063 -0.900
F -3.286 4.072 -0.627
F -1.101 3.601 -0.721
C -2.502 2.774 -2.487
F -2.399 1.424 -2.793
F -3.699 3.353 -2.937
C -3.393 2.015 1.067
Cl -2.473 3.152 2.219
C -3.730 0.648 1.838
C -5.010 -0.045 1.200
C -4.789 -0.703 -0.238
C -5.085 -2.281 -0.276
Cl -6.746 -2.705 0.354
P -4.273 1.195 3.598
O -5.261 2.368 3.568
N -2.536 -0.249 2.038
Br -2.996 -2.013 2.594
H 5.249 -1.473 -0.124
H 7.042 -1.421 0.436
H 5.762 -0.368 1.240
H 7.283 -0.008 -1.421
H 6.906 1.219 -0.123
H 5.428 1.941 -1.910
H 5.302 0.269 -2.615
H 3.373 -0.287 -1.199
H 3.950 0.802 0.140
H 1.860 1.771 -0.901
H 3.319 2.885 -1.061
H 1.769 2.721 -3.169
H 3.539 2.554 -3.513
H 2.539 0.787 -4.856
H 2.969 -0.199 -3.367
H 0.230 1.363 -3.836
H 0.584 0.178 -2.496
H -0.862 -0.920 -4.233
H 0.451 -0.595 -5.519
H 1.260 -2.805 -4.893
H 1.852 -2.067 -3.355
H 0.499 -4.113 -2.820
H -0.877 -3.535 -3.888
H -0.685 -1.356 -1.953
H -1.845 -2.784 -1.950
H -0.958 -3.020 0.320
H 0.057 -4.167 -0.722
H 1.810 -2.319 -1.006
H 1.729 -2.969 0.686
H 1.977 -0.578 0.917
H 0.889 -0.204 -0.482
H 0.158 0.209 2.216
H -0.159 -1.579 2.169
H -1.920 -1.135 0.205
H -0.881 0.828 -0.860
H -0.611 1.681 0.727
H -1.681 3.363 -3.005
H -4.407 2.476 0.849
H -5.771 0.792 1.050
H -5.533 -0.774 1.902
H -3.787 -0.499 -0.710
H -5.562 -0.253 -0.944
H -4.264 -2.901 0.177
H -5.098 -2.542 -1.385
H -3.151 1.384 4.458
H -5.012 0.070 4.120
H -2.007 0.137 2.849
C -10.142 -0.570 -1.815
C -9.257 -1.639 -1.724
C -9.533 -2.829 -2.387
C -10.698 -2.934 -3.141
C -11.591 -1.872 -3.230
C -11.309 -0.686 -2.562
N -10.979 -4.178 -3.860
O -10.184 -5.093 -3.744
O -11.990 -4.225 -4.536
H -9.921 0.360 -1.301
H -8.350 -1.545 -1.140
H -8.837 -3.655 -2.309
H -12.501 -1.951 -3.812
H -11.997 0.148 -2.627
C -4.312 1.403 9.955
C -4.925 1.050 8.757
C -4.165 0.549 7.709
C -2.790 0.403 7.873
C -2.169 0.761 9.066
C -2.937 1.264 10.108
N -1.988 -0.147 6.782
O -2.561 -0.436 5.735
O -0.798 -0.291 6.968
H -4.910 1.789 10.774
H -5.997 1.162 8.643
H -4.654 0.277 6.781
H -1.099 0.654 9.197
H -2.464 1.543 11.042
C 11.362 -2.873 -4.897
C 10.224 -3.601 -5.229
C 9.125 -3.599 -4.379
C 9.176 -2.861 -3.201
C 10.313 -2.136 -2.858
C 11.409 -2.145 -3.713
N 8.012 -2.836 -2.315
O 7.039 -3.496 -2.636
O 8.078 -2.152 -1.308
H 12.216 -2.872 -5.565
H 10.193 -4.167 -6.152
H 8.244 -4.170 -4.647
H 10.359 -1.563 -1.940
H 12.299 -1.582 -3.457
C 3.757 5.328 3.854
C 3.135 4.995 2.656
C 3.888 4.523 1.588
C 5.264 4.383 1.734
C 5.895 4.720 2.927
C 5.135 5.194 3.989
N 6.060 3.862 0.621
O 5.479 3.593 -0.418
O 7.255 3.723 0.796
H 3.166 5.691 4.688
H 2.061 5.103 2.555
H 3.392 4.267 0.660
H 6.967 4.617 3.044
H 5.616 5.457 4.924

Cartesian forces, eV/Å:
C 0.4 1.1 0.4
C -0.2 -0.6 -0.2
C -0.1 0.0 0.2
C 0.2 0.4 0.2
C 0.6 -0.2 -0.1
C -0.4 -0.3 0.0
C -0.8 0.9 -0.5
C 0.7 -1.1 0.3
C 0.2 0.8 0.6
C 0.4 -0.6 -0.3
C 0.2 0.7 0.2
C -0.9 -1.4 0.3
C 1.1 0.3 -0.6
C 0.0 0.0 -0.4
C 0.8 -0.4 0.3
C 0.0 0.2 -0.4
C 1.9 -0.7 -0.8
C 0.7 -0.8 -0.7
N -0.1 0.6 2.5
C -0.2 0.4 -2.1
F 1.2 -1.7 0.3
F -1.6 -0.8 0.2
C 0.4 1.7 -0.5
F -0.6 1.8 0.5
F 1.5 -1.7 0.6
C -0.4 -0.3 -0.3
Cl -0.3 -0.6 -0.4
C -1.5 0.7 0.3
C -0.2 0.4 -0.7
C -1.2 -0.7 -0.1
C 0.8 0.8 -1.7
Cl 1.4 0.2 0.1
P -3.6 2.3 0.4
O 2.1 -2.1 -0.3
N 0.3 0.9 0.0
Br 0.1 0.2 0.2
H 1.1 0.5 0.3
H -1.5 0.5 0.0
H 0.3 -0.7 -1.0
H -0.9 0.6 0.8
H -0.6 -0.9 -0.7
H -0.1 -1.2 0.1
H -0.2 0.6 0.9
H 0.5 1.2 0.2
H -0.2 -0.1 -1.2
H 1.0 0.3 -0.7
H -0.7 -1.2 -0.4
H 1.1 -0.7 0.1
H -0.8 -0.6 0.8
H -0.1 -0.2 1.4
H -0.7 1.0 -0.4
H 0.5 -1.1 0.1
H 0.1 0.4 -1.0
H 1.1 0.1 -0.6
H -0.4 -0.7 1.3
H -0.4 0.7 1.1
H -1.2 0.0 -0.7
H -0.7 1.2 -0.6
H 0.8 0.3 0.8
H 0.0 -1.2 0.1
H 1.2 0.7 0.1
H 0.7 -0.2 -0.9
H -0.6 1.3 0.5
H -0.7 -0.1 1.2
H -0.9 0.7 -0.8
H -1.3 -0.3 -0.7
H -0.1 -0.5 1.2
H -0.4 -0.9 -0.9
H -0.3 0.9 -0.7
H 0.4 1.3 0.7
H -0.6 0.3 1.3
H -1.0 -0.3 -0.6
H -0.9 -1.1 0.5
H 1.5 -0.3 0.5
H 1.1 -0.9 0.5
H 1.0 0.9 -0.8
H -1.0 -0.2 0.6
H 1.1 -0.5 0.9
H -1.2 0.6 -0.1
H -0.1 0.2 1.5
H -0.1 -0.4 -0.7
H 1.0 0.1 -0.4
H -0.2 -0.3 -0.4
C 0.0 0.0 0.0
C -0.2 0.2 -0.2
C 0.1 -0.1 0.0
C 0.2 0.7 0.4
C -0.1 0.0 -0.1
C 0.2 -0.1 0.1
N -0.1 -0.5 -0.3
O -0.1 0.2 0.0
O 0.2 0.1 0.2
H 0.0 -0.1 0.0
H -0.2 0.0 -0.2
H -0.2 0.0 -0.1
H 0.2 -0.2 0.0
H 0.0 -0.1 0.0
C 0.0 0.0 0.0
C 0.2 0.0 0.0
C -0.1 0.0 -0.1
C -0.5 0.2 0.5
C 0.2 0.0 0.1
C -0.1 0.0 -0.2
N 0.4 0.0 0.3
O 0.1 0.0 -0.1
O -0.4 0.0 -0.2
H 0.1 0.0 -0.1
H 0.1 0.0 0.0
H 0.2 -0.1 0.1
H -0.1 -0.1 -0.2
H 0.0 0.0 -0.1
C 0.0 0.0 0.0
C 0.1 0.1 0.2
C -0.1 -0.1 -0.1
C 0.6 0.0 -0.5
C 0.0 0.1 0.1
C -0.2 -0.1 -0.1
N -0.2 0.0 0.2
O 0.2 0.2 0.1
O 0.3 -0.5 -0.5
H -0.1 0.0 0.1
H 0.0 0.0 0.1
H 0.0 0.1 0.2
H -0.2 -0.1 -0.1
H -0.1 0.0 0.0
C 0.0 0.0 0.0
C 0.2 0.0 0.1
C -0.1 0.0 -0.1
C -0.5 0.2 0.6
C 0.1 0.0 0.1
C -0.2 0.0 -0.2
N 0.3 -0.1 -0.3
O 0.1 0.3 0.4
O -0.3 0.0 0.0
H 0.1 0.0 -0.1
H 0.1 0.0 0.0
H 0.2 0.0 0.0
H -0.1 -0.1 -0.2
H 0.0 0.0 -0.1

=====

No. 3
Formula: C20H56N4O8
Source: OMol25
Level of theory: the ωB97M-V functional and the def2-TZVPD basis

HOMO: -9.0 eV
multiplicity: 1
ΔE to the lowest compared entry with this formula, charge and spin: 8.480 eV
LUMO level: 0.10 eV
structure (SMILES): COC[C@H](C)N.COC[C@H](C)N.COC[C@H](C)N.COC[C@H](C)N.OCCO.OCCO

Element x y z (Å)
C -9.803 -21.306 -7.574
O -10.631 -22.418 -7.466
C -11.915 -22.096 -6.966
C -12.368 -23.196 -6.025
C -12.863 -24.434 -6.786
N -13.500 -22.675 -5.248
H -8.819 -21.664 -7.917
H -9.646 -20.857 -6.615
H -10.283 -20.660 -8.295
H -11.955 -21.197 -6.383
H -12.676 -21.956 -7.818
H -11.698 -23.566 -5.274
H -13.208 -25.204 -6.134
H -12.124 -24.816 -7.490
H -13.746 -24.122 -7.345
H -14.073 -22.202 -5.991
H -13.128 -21.900 -4.688
C -10.301 -19.817 2.752
O -11.421 -20.613 2.960
C -11.941 -21.188 1.775
C -13.027 -20.324 1.038
C -14.337 -20.168 1.942
N -13.405 -20.890 -0.266
H -9.491 -20.227 2.163
H -9.901 -19.430 3.692
H -10.387 -18.925 2.148
H -11.047 -21.431 1.138
H -12.216 -22.206 1.985
H -12.592 -19.365 0.827
H -15.132 -19.472 1.652
H -13.946 -19.829 2.966
H -14.739 -21.170 2.144
H -12.637 -21.566 -0.508
H -13.299 -20.157 -1.002
C -8.904 -26.882 -1.038
O -9.552 -25.867 -0.343
C -10.246 -25.008 -1.167
C -10.962 -23.938 -0.358
C -12.034 -24.557 0.529
N -11.540 -22.938 -1.225
H -9.646 -27.537 -1.472
H -8.451 -27.334 -0.193
H -8.189 -26.508 -1.749
H -9.634 -24.465 -1.855
H -10.989 -25.509 -1.829
H -10.328 -23.392 0.294
H -12.647 -23.792 0.978
H -11.681 -25.255 1.313
H -12.736 -25.100 -0.132
H -12.098 -23.439 -1.911
H -10.717 -22.585 -1.758
C -10.391 -25.902 -4.760
O -9.351 -25.301 -5.484
C -9.070 -25.817 -6.746
C -8.087 -24.909 -7.507
C -7.362 -25.694 -8.597
N -7.169 -24.389 -6.546
H -11.250 -26.204 -5.409
H -10.803 -25.111 -4.144
H -9.988 -26.690 -4.113
H -8.719 -26.886 -6.624
H -10.030 -25.882 -7.357
H -8.611 -24.082 -7.955
H -8.059 -25.945 -9.424
H -6.805 -26.538 -8.176
H -6.615 -25.059 -9.116
H -7.749 -23.987 -5.808
H -6.517 -23.578 -6.760
O -17.508 -18.934 -1.597
C -16.691 -19.608 -0.718
C -16.689 -21.048 -1.070
O -16.028 -21.626 -0.183
H -17.159 -18.938 -2.501
H -15.720 -19.157 -0.689
H -17.038 -19.375 0.305
H -16.154 -21.196 -2.036
H -17.677 -21.505 -1.252
H -15.149 -21.246 -0.073
O -16.024 -24.056 -1.388
C -14.720 -23.692 -1.877
C -14.148 -24.841 -2.603
O -13.075 -24.571 -3.161
H -16.286 -23.248 -0.850
H -14.748 -22.757 -2.487
H -13.991 -23.510 -1.077
H -14.757 -25.163 -3.414
H -14.021 -25.611 -1.908
H -13.249 -23.940 -3.853

Cartesian forces, eV/Å:
C 0.6 -0.6 -0.8
O -0.8 -0.7 0.4
C 0.1 -1.1 -0.8
C -1.4 -1.1 -0.5
C -0.1 1.0 -0.6
N -0.6 1.1 -0.9
H -0.4 0.2 -0.2
H 0.0 0.7 0.6
H 0.4 0.9 -0.2
H 0.5 0.9 0.2
H 0.9 -0.3 1.0
H 1.3 0.4 0.0
H 0.0 -0.6 0.6
H 0.0 0.0 0.1
H -0.1 0.0 -0.3
H 0.0 -0.6 1.3
H -0.3 -0.1 -0.1
C 1.0 1.2 0.0
O -0.4 0.1 -0.1
C 1.1 0.2 -1.0
C -1.3 -0.1 1.0
C 2.4 -0.1 1.9
N 1.4 0.0 -0.8
H 0.4 -1.4 0.2
H -0.2 -0.5 0.1
H -1.3 0.7 -0.3
H -0.7 0.8 -0.2
H -1.1 -0.2 0.6
H 0.3 0.7 0.5
H 0.5 -0.2 -0.4
H -0.6 -0.2 -1.3
H -0.1 0.3 -0.3
H -1.0 0.2 -0.2
H -0.2 -0.7 0.9
C -0.5 0.0 0.9
O -0.5 1.0 0.2
C -1.2 0.7 0.0
C -0.9 -1.1 0.9
C -0.7 -0.8 -0.5
N 1.1 0.4 -1.1
H -0.1 -0.4 -0.5
H 1.1 -1.3 0.1
H 0.4 0.1 -0.5
H 1.2 0.3 -0.7
H 0.1 -0.1 0.5
H 1.3 0.2 0.6
H -0.1 0.3 0.3
H 0.1 0.5 -0.6
H 0.3 -0.1 0.4
H -0.1 0.1 -0.2
H -0.9 0.0 0.3
C -0.5 0.3 -0.3
O 0.0 0.9 0.0
C -1.1 -1.3 -0.9
C 0.5 -0.4 -0.4
C 0.1 0.7 -0.9
N 1.7 1.9 1.9
H 0.8 -0.3 0.4
H 0.0 -0.1 0.4
H -0.4 -0.2 -0.2
H 0.1 1.0 -0.3
H 0.9 0.0 0.5
H -0.8 0.2 -0.5
H 0.3 -0.4 0.7
H -0.4 0.0 -0.2
H -0.3 -0.1 0.5
H 0.3 -0.4 0.1
H -1.2 -1.6 -0.7
O -1.3 1.7 -1.4
C -1.3 1.0 0.1
C -2.5 2.9 -5.3
O 2.9 -5.6 6.7
H 0.0 -0.1 0.5
H 1.2 -0.1 -0.3
H -0.4 -0.6 -0.4
H -0.4 0.6 -0.6
H 0.0 0.5 0.4
H 1.2 -0.2 -0.2
O 0.6 1.6 0.4
C -1.2 0.7 1.0
C -7.5 -1.5 2.0
O 10.1 2.1 -3.4
H 0.4 -1.5 -0.5
H -0.1 -0.6 0.1
H -0.5 0.3 0.3
H -2.1 -0.8 -0.1
H 0.0 -1.6 1.1
H -0.1 0.7 -1.0

=====

No. 4
Formula: C4H12S3
Source: OMol25
Level of theory: the ωB97M-V functional and the def2-TZVPD basis

HOMO: -8.7 eV
multiplicity: 1
ΔE to the lowest compared entry with this formula, charge and spin: 0.301 eV
LUMO level: 0.38 eV
structure (SMILES): CCCS.CSS

Element x y z (Å)
C -2.369 0.012 0.204
C -1.467 0.281 -1.000
C -0.537 1.474 -0.807
S 0.333 2.016 -2.293
H -2.945 -0.895 0.019
H -3.107 0.859 0.368
H -1.791 -0.132 1.133
H -0.895 -0.661 -1.242
H -2.133 0.477 -1.905
H 0.197 1.207 -0.077
H -1.141 2.314 -0.447
H 0.764 3.228 -1.905
C 2.015 -2.005 1.891
S 1.057 -1.319 0.545
S 2.674 -0.782 -0.749
H 2.430 -2.980 1.571
H 1.253 -2.202 2.659
H 2.789 -1.354 2.307
H 2.872 0.464 -0.272

Cartesian forces, eV/Å:
C -0.4 0.9 0.3
C -0.5 -0.5 -1.7
C -0.7 0.4 0.3
S 0.0 -0.2 -0.8
H 0.0 0.0 0.1
H 0.9 -0.9 -0.2
H -0.2 0.1 -0.3
H -0.4 1.0 0.2
H 0.8 -0.3 1.0
H 0.4 0.0 0.7
H 0.2 -0.1 0.1
H -0.2 -0.2 0.3
C -0.3 -1.0 0.4
S 1.4 0.6 -0.8
S -1.0 -0.2 0.6
H 0.0 0.6 0.3
H 0.3 0.0 0.0
H -0.2 0.0 -0.3
H -0.1 -0.2 -0.1

=====

No. 5
Formula: C21H24N2O6S
Source: OMol25
Level of theory: the ωB97M-V functional and the def2-TZVPD basis

HOMO: -9.3 eV
multiplicity: 1
ΔE to the lowest compared entry with this formula, charge and spin: 0.682 eV
LUMO level: -0.48 eV
structure (SMILES): CC(=O)c1ccc(S(=O)(=O)NCCC(=O)OCC(=O)NCCc2ccccc2)cc1

Element x y z (Å)
C -6.939 -1.802 0.082
C -6.496 -0.374 0.258
O -7.284 0.537 0.355
C -5.023 -0.124 0.316
C -4.604 1.155 0.690
C -3.259 1.459 0.767
C -2.335 0.476 0.464
S -0.606 0.895 0.546
O 0.176 -0.314 0.644
O -0.382 1.884 1.558
N -0.380 1.666 -0.913
C -0.460 0.878 -2.120
C 0.766 0.002 -2.402
C 0.736 -1.310 -1.639
O -0.238 -2.010 -1.527
O 1.952 -1.609 -1.204
C 2.148 -2.802 -0.445
C 3.075 -2.451 0.729
O 4.162 -2.969 0.875
N 2.549 -1.525 1.539
C 3.323 -0.830 2.541
C 3.154 0.684 2.393
C 3.347 1.197 0.990
C 2.637 2.323 0.585
C 2.782 2.833 -0.694
C 3.636 2.216 -1.595
C 4.351 1.098 -1.199
C 4.214 0.598 0.085
C -2.722 -0.795 0.087
C -4.072 -1.097 0.014
H -6.637 -2.164 -0.899
H -8.022 -1.853 0.160
H -6.488 -2.437 0.842
H -5.358 1.894 0.918
H -2.906 2.432 1.065
H 0.439 2.259 -0.868
H -0.613 1.574 -2.950
H -1.345 0.242 -2.032
H 1.690 0.530 -2.160
H 0.777 -0.256 -3.464
H 2.631 -3.550 -1.079
H 1.181 -3.174 -0.093
H 1.653 -1.111 1.300
H 2.991 -1.132 3.542
H 4.365 -1.140 2.424
H 3.865 1.181 3.061
H 2.147 0.961 2.715
H 1.958 2.798 1.279
H 2.239 3.722 -0.987
H 3.747 2.608 -2.596
H 5.021 0.613 -1.892
H 4.791 -0.268 0.370
H -1.968 -1.530 -0.151
H -4.370 -2.088 -0.288

Cartesian forces, eV/Å:
C -0.3 0.1 0.0
C -0.2 -0.3 0.0
O 0.0 0.0 0.0
C 0.4 0.3 0.0
C 0.0 -0.1 0.0
C -0.1 0.2 0.1
C 0.5 -0.1 -0.1
S 0.2 0.6 -0.3
O -0.6 0.0 -0.1
O -0.2 0.2 0.1
N -0.3 -0.2 1.0
C 0.0 -0.5 -0.4
C -0.2 0.0 0.3
C -0.2 0.1 -0.7
O 0.0 -0.1 -0.1
O 0.4 0.0 0.1
C 0.1 -0.4 0.1
C -0.5 -0.1 -0.4
O 0.4 -0.2 0.0
N -0.3 0.3 0.3
C 0.1 0.0 0.2
C 0.0 -0.2 0.0
C 0.0 0.1 0.0
C 0.1 0.0 0.0
C 0.1 0.1 0.0
C 0.0 0.1 -0.1
C 0.1 0.0 -0.1
C 0.0 0.1 0.0
C 0.2 -0.2 0.0
C -0.2 0.2 0.1
H 0.1 -0.1 -0.1
H 0.0 0.0 0.0
H 0.1 -0.1 0.0
H 0.0 0.0 0.0
H -0.1 0.2 0.0
H 0.1 0.1 0.2
H -0.1 -0.1 0.1
H 0.0 0.1 -0.3
H 0.0 0.0 -0.1
H 0.0 0.0 0.0
H -0.1 0.1 0.2
H 0.1 0.0 0.0
H 0.2 -0.2 0.0
H 0.2 0.0 -0.1
H -0.1 0.0 0.1
H -0.1 0.0 0.1
H 0.0 0.1 0.1
H -0.1 0.0 0.1
H 0.0 0.1 0.0
H 0.0 0.0 -0.1
H 0.1 0.0 -0.1
H 0.0 -0.2 0.1
H 0.0 -0.1 0.0
H 0.0 -0.1 0.0

=====

- What is the multiplicity in the first record?
  1

=====

- What is the HOMO in the first record?
  -7.9 eV